No. 1
113
Properties=species:S:1:pos:R:3:forces:R:3 method="wB97M-V/def2-TZVPD" e_tot_ev=-250063.6641 charge=+1 lumo_ev="-2.5 / -8.7" homo_lumo_gap_ev="10.13 / 3.95" molar_mass_g_mol=1456.60 multiplicity=2
H -6.7528 -5.7168 -1.9205 -0.148 0.793 0.642
H -2.6581 -0.4968 -0.3069 0.446 -0.207 -0.205
C 0.3992 5.0314 -2.8562 1.217 2.346 -0.758
H -3.6333 0.1651 -5.2293 0.297 0.247 -0.318
C 4.8640 -1.8935 1.5779 0.142 0.758 -0.325
F -5.5914 -1.6057 0.5286 -0.584 0.215 -0.022
F 0.5346 0.6769 3.6134 0.493 0.680 0.370
H -3.2319 -2.8075 -1.4497 0.107 0.254 0.106
H 4.3928 0.1917 1.8586 0.202 0.353 0.225
Cl 3.1915 0.1727 -2.9332 -0.320 -0.280 -0.190
O -0.0438 -0.4633 -1.6200 -0.619 -0.265 -2.252
C -1.8868 -1.3407 6.5177 -0.607 1.554 -0.007
H -0.6055 -0.6627 2.8212 -0.610 -0.135 0.105
F -2.7250 2.4678 -6.1766 -0.663 0.133 -0.613
F -1.2810 1.2006 2.4986 0.119 0.081 0.121
F -6.0862 -6.4558 -3.4782 1.690 -0.050 -0.897
F -2.9550 3.4939 0.2015 0.962 0.002 -1.364
H 0.9350 -3.1066 1.6037 -0.052 -0.383 0.081
C 1.9962 5.4469 -4.9351 2.117 -1.090 1.891
O -5.1508 -3.5940 -1.3401 -1.163 0.441 -0.775
C -4.9321 -4.7013 -2.1979 1.103 2.469 1.587
O 0.6118 -0.7306 0.4884 0.099 1.059 -1.887
F -1.3031 -3.5826 6.0756 0.186 0.157 0.459
C 3.5795 3.3464 0.2446 0.948 1.060 -0.830
C -4.7818 2.6967 -4.9381 0.002 3.357 -1.521
F -2.0589 2.1723 -1.3573 0.154 0.251 -0.307
C -6.1963 -5.3181 -2.7687 -2.704 -1.373 1.778
H 2.8405 -1.6770 1.0609 -0.327 -0.208 -0.102
O -1.1042 -0.9243 5.3819 0.023 0.595 -0.459
F -4.7629 -0.7990 -1.3561 -1.135 1.382 -1.342
F -4.3391 -5.5759 -1.4032 0.682 -1.887 0.083
F 2.5068 4.8039 -6.0019 -0.663 -0.274 -0.112
C -0.0428 -2.5201 7.8189 -0.122 0.042 -0.753
H 1.0271 5.7494 -2.3286 0.274 -0.218 0.509
H 7.9401 1.9295 3.8202 -0.384 -0.320 -0.547
F -3.6608 0.4149 1.0538 -1.335 1.094 0.241
C 7.4202 1.3193 4.5587 -0.331 0.283 1.244
H 6.8636 -0.1625 2.4063 0.126 0.211 -0.062
C 6.0351 0.7472 4.2105 0.521 0.043 -0.686
O -0.1654 4.0858 -2.0006 -0.845 -1.447 0.427
C 1.2627 4.3813 -3.9561 -2.110 2.336 -0.252
Na 0.3068 1.7095 -2.9584 -0.276 0.261 -0.419
O 1.0231 1.1093 -0.6995 0.265 1.026 -0.965
C 1.0212 -3.6810 2.5260 -0.535 -0.012 0.174
H -1.8161 -0.6601 7.3662 0.482 0.432 -0.102
C -1.5871 -1.8851 -4.1229 0.559 -1.353 2.109
H 1.0561 0.0036 0.9188 0.757 -0.148 2.383
H 3.6868 -2.8242 -0.0190 -0.050 0.094 -0.010
H 2.0888 -1.9305 -3.0047 0.019 0.054 -0.628
F -1.3537 -0.5617 -6.1562 -0.176 -0.972 0.493
F 1.2502 6.4660 -5.2941 -1.693 0.261 -0.533
H 5.8132 -1.8496 1.0438 0.252 -0.307 0.139
Cl 4.6103 4.1353 -1.0327 -0.375 -0.568 0.100
H 4.8097 -2.8055 2.1723 0.174 0.057 0.061
F 2.0528 3.4781 -3.4072 1.801 -0.858 0.401
Cl 2.1397 4.3465 0.3993 -0.322 -0.305 0.226
Cl 3.1706 -1.6718 -5.2325 -0.881 0.251 0.703
F -1.6934 1.2192 5.3546 0.226 1.814 0.683
C -1.7971 3.1979 -0.5099 -1.387 -0.499 2.382
Cl 1.3475 -2.4952 3.7958 -0.343 0.204 0.130
H -1.3103 -1.9302 -3.0696 0.781 0.991 0.125
F -4.0729 -4.3467 -3.1428 0.659 -0.024 -1.003
H 7.2922 2.0060 5.3954 0.009 0.094 0.186
F -2.5692 3.1786 -4.1863 -0.469 -0.166 0.655
C -1.4265 -2.6516 7.0614 0.423 -0.062 0.217
H -2.9593 -1.3198 6.3238 0.070 -0.613 -0.512
F 0.1095 -0.3914 -4.6419 3.280 -0.090 0.890
H -1.1315 2.8558 0.2826 0.559 0.028 -0.372
H 3.3249 2.3492 -0.1145 0.061 0.174 0.290
H -0.2862 5.6985 -3.3789 -0.628 -0.464 0.000
Cl 4.5377 3.3393 1.7049 -0.308 -0.401 0.188
H 5.4779 0.3582 5.0627 0.451 -0.092 0.429
Cl -0.4865 -4.6174 2.7946 0.390 0.672 -0.079
F -2.4143 -3.0479 7.9072 0.483 -0.155 0.066
F -2.1804 5.0207 -1.9710 -1.246 0.255 -0.674
C 0.5703 -0.0406 -0.6569 -0.569 -1.658 3.181
C -3.3857 -0.7345 0.4691 0.438 -0.166 -1.512
C -4.0376 -2.8908 -0.7204 -0.613 -1.056 -0.121
C 6.1121 -0.3788 3.1656 -0.385 1.046 -0.083
Cl 2.3593 -4.7704 2.4704 0.608 -0.519 -0.393
H 2.8438 5.9122 -4.4318 0.210 -0.406 0.514
C -1.2912 4.4399 -1.2128 1.976 0.400 -1.148
H 6.4818 -1.2579 3.6934 -0.228 -0.320 -0.163
H 8.1323 0.5823 4.9300 -0.102 -0.287 -0.197
F -6.9896 -4.5094 -3.4671 0.410 1.037 -0.302
C -0.7151 0.2920 3.3356 -0.592 -0.767 0.375
H -3.6975 -3.4315 0.1628 0.009 -0.168 -0.090
O -1.7672 0.5455 -4.2579 0.003 -0.824 0.150
C -3.1671 0.8495 -4.5206 0.475 0.425 0.520
F -2.8782 -0.1610 4.2298 0.709 0.309 -0.233
F -1.0198 -2.9404 -4.6670 1.182 -1.143 -1.387
C -4.5250 -1.4922 -0.2615 1.357 -1.452 0.762
H 4.0611 -0.8925 3.2544 -0.475 0.440 0.010
C -3.2926 2.3318 -4.9656 0.651 -2.065 0.317
F -0.9025 5.3459 -0.3125 0.052 0.029 0.596
C -1.1295 -0.6251 -4.8203 -4.576 3.073 -1.330
H -3.7596 0.7702 -3.6091 0.328 -0.211 0.327
H 0.7579 -2.3016 7.1123 -0.157 0.529 -0.270
F 0.3895 3.6682 -4.6908 -0.650 -0.948 -1.151
H 5.3861 1.5666 3.9014 0.047 0.113 -0.497
F -2.8518 -1.4982 1.4036 0.796 -1.358 1.053
C -1.5913 0.1518 4.6327 -0.537 -3.159 -0.225
F 0.2929 -3.6581 8.3869 -0.055 -1.739 0.528
C 4.7701 -0.6280 2.4699 0.609 -2.014 0.367
H 3.9373 -1.0577 -0.1569 -0.008 -0.018 -0.239
F -5.3698 2.6668 -3.7585 0.271 -0.626 1.792
H -4.9351 3.7036 -5.3264 0.679 0.530 0.150
F -5.4972 1.9703 -5.7636 -0.476 -2.180 -1.204
C 3.7695 -1.8866 0.5307 -0.271 0.079 0.425
F -2.8765 -2.1625 -4.0435 -1.883 1.003 -1.013
C 2.9954 -1.5368 -3.4642 1.893 -0.410 -0.147
Cl 4.3863 -2.4945 -2.8145 -0.734 0.378 0.049
F -0.0520 -1.6079 8.8191 -0.587 0.464 -0.435

=====

No. 2
76
Properties=species:S:1:pos:R:3:forces:R:3 method="wB97M-V/def2-TZVPD" e_tot_ev=-146223.0177 charge=+4 lumo_ev="-12.5 / -12.6" homo_lumo_gap_ev="5.28 / 5.24" molar_mass_g_mol=888.71 de_lowest_kj_mol=0.00 multiplicity=2
Pb 1.5071 -0.8596 1.2570 -0.058 -0.175 -0.526
H -7.4495 3.7246 -1.2768 -0.021 -0.017 -0.079
C 0.9844 -4.2053 2.3329 -0.184 0.496 0.257
C -5.0252 1.3473 -1.6838 -0.271 0.108 -0.088
C 3.6433 1.8257 2.7618 -0.059 -0.110 -0.130
C -0.7838 -0.0788 3.8885 0.627 0.828 -1.322
C -3.9369 -1.3624 -1.6422 0.333 0.126 0.251
H -0.4469 4.4977 -2.6687 0.030 -0.020 -0.010
S 2.8479 1.5080 0.0825 0.284 0.060 0.145
C 0.9359 -5.5851 2.4525 -0.034 -0.192 0.153
H 1.2307 4.7325 -4.4472 0.011 -0.035 0.011
H 2.4567 -3.8109 -0.5513 0.051 -0.031 0.055
H 4.2491 3.0972 1.1593 0.129 0.034 0.080
H 4.2332 -1.7916 3.7443 0.072 -0.013 0.006
H 0.9709 0.5328 -5.2900 0.015 0.049 0.008
N -1.4317 0.4441 4.9045 0.058 -0.202 0.150
C -7.7746 1.5853 -1.4010 0.079 0.007 0.031
H -1.6327 1.4319 4.9243 0.032 0.052 0.008
C 1.4549 -6.3638 1.4232 0.017 -0.094 0.004
C 3.8851 0.6910 -1.1664 -0.048 -0.017 0.175
H 3.1563 0.3146 -1.8864 0.075 -0.004 -0.039
C 0.6659 1.3924 -4.7060 -0.056 -0.046 -0.019
N -0.5839 -1.4219 3.9809 -0.812 -1.855 1.546
C -0.2913 1.2450 -3.7153 0.137 0.170 -0.144
H 2.4245 -6.2958 -0.4924 -0.014 0.034 0.016
C -5.8595 0.1484 -1.5885 0.188 -0.011 -0.035
H 5.2792 -0.4004 4.0055 -0.018 -0.080 0.065
C -0.1373 3.6225 -3.2301 0.042 -0.025 -0.065
H -0.9669 3.6238 0.2162 -0.001 0.024 0.012
H -5.9104 -2.0307 -1.4299 -0.029 0.077 -0.036
C -0.6966 2.3662 -2.9822 -0.116 -0.012 -0.001
C -3.0926 -0.1736 -1.9129 -0.371 -0.131 -0.392
H 5.0124 1.5122 1.0962 0.027 0.016 0.015
H -1.7098 -0.1225 5.6967 0.023 -0.086 -0.043
H -8.8528 1.6851 -1.3385 0.019 0.003 0.046
C 0.3383 -3.3891 3.3516 -0.217 -0.778 0.421
H -3.4796 -2.3429 -1.6066 -0.032 0.014 -0.030
H 5.9426 -0.2749 1.6903 0.020 0.027 0.038
H 5.8104 -0.0131 -0.4005 0.009 0.026 -0.005
H 6.0140 -1.9578 2.1717 0.110 0.033 0.027
C 2.0283 -4.3310 0.2992 -0.068 0.129 0.075
S -0.3588 0.8865 2.5212 -0.244 -0.142 0.533
C -5.6401 2.6491 -1.5610 0.239 -0.118 -0.043
H -0.0506 -3.8793 4.2456 -0.050 0.051 -0.061
H 0.4902 -6.0426 3.3282 0.031 0.012 -0.044
N 1.5328 -3.5792 1.2676 0.017 -0.189 0.065
C 1.2069 2.6490 -4.9719 -0.073 0.005 0.045
C -5.2542 -1.1770 -1.5589 -0.264 0.055 0.056
H 1.9241 2.7654 -5.7748 0.011 -0.008 0.051
H 4.4661 1.4718 -1.6572 -0.038 -0.036 -0.133
N 0.1863 -2.1072 3.1962 0.661 1.979 -1.188
H -5.0106 3.5298 -1.6178 -0.037 -0.013 0.006
C -7.2202 0.3081 -1.4693 -0.213 -0.047 -0.073
C 4.8555 -0.4174 -0.7285 -0.187 -0.062 -0.024
H -2.7521 -0.2841 -2.9690 0.110 0.090 0.079
C 4.0859 2.0323 1.3172 -0.209 0.009 -0.014
S 3.0939 0.1705 3.2854 0.190 -0.106 -0.030
H -0.7016 0.2577 -3.5332 0.006 0.017 -0.033
H 4.4594 2.0914 3.4360 -0.037 0.076 0.027
C -3.6940 1.1951 -1.8465 0.633 -0.206 0.177
H 2.7911 2.4619 3.0042 0.028 0.031 0.023
C -1.9904 3.3877 -0.0687 0.022 -0.038 -0.012
H 1.4208 -7.4435 1.4828 0.023 0.006 0.001
Ge -1.9883 2.2473 -1.6065 -0.203 0.006 -0.035
C 5.3370 -1.1249 1.9899 -0.145 -0.150 0.013
H -2.5173 2.9147 0.7570 -0.023 0.053 0.037
H 5.0629 -1.0239 -1.6093 0.120 0.041 -0.032
N -1.8362 0.1272 -1.1660 -0.377 0.475 -0.094
S 4.3226 -1.6129 0.5458 0.180 0.232 0.064
H -7.8641 -0.5623 -1.4363 -0.017 0.047 0.037
H -2.5020 4.3119 -0.3517 0.002 0.008 0.067
C -6.9786 2.7578 -1.3952 -0.253 0.031 -0.012
O -1.2962 -0.6438 -0.4743 0.161 -0.548 0.155
C 4.5885 -0.8616 3.2970 -0.042 0.101 -0.135
C 2.0069 -5.7295 0.3301 0.011 -0.086 -0.018
C 0.8151 3.7569 -4.2301 -0.014 0.047 -0.086

=====

No. 3
76
Properties=species:S:1:pos:R:3:forces:R:3 method="wB97M-V/def2-TZVPD" e_tot_ev=-172735.1647 charge=-2 lumo_ev=3.6 homo_lumo_gap_ev=2.00 molar_mass_g_mol=750.51 de_lowest_kj_mol=0.00
H 1.0211 -3.5517 -4.5162 -0.003 -0.003 0.004
C -2.7276 1.0058 -0.9557 0.004 -0.008 0.014
C 1.8814 -1.6707 -3.9362 -0.004 -0.003 -0.001
C 3.7560 4.5235 -4.0340 0.001 0.009 -0.004
C 0.3206 0.1183 -3.4308 -0.009 -0.010 0.018
H 1.9745 3.7728 -1.2619 0.005 -0.004 0.000
H 3.3736 3.7392 -5.9965 0.000 0.001 -0.001
C 1.6266 -0.3607 -3.5478 -0.004 0.005 0.013
H 0.3296 -2.5233 -0.1660 -0.013 -0.018 -0.038
C 3.1306 -1.5331 0.6209 -0.034 -0.010 -0.048
C -2.7301 -1.2432 1.2941 -0.001 -0.003 0.005
C -2.2423 3.7112 -3.4505 0.008 0.003 0.003
H -3.6817 0.9507 -0.4324 0.001 0.002 -0.005
C -3.2258 4.2742 -4.2516 0.003 0.005 -0.003
C 5.3477 -2.0951 -0.6879 0.052 0.006 0.031
C -2.6710 2.7279 -5.9993 0.000 0.000 -0.004
C -0.0074 2.2705 2.5014 -0.021 0.008 0.005
H 0.1247 2.8794 -0.4511 0.003 0.008 -0.011
C -0.4414 2.0337 -0.8569 -0.008 -0.041 -0.072
C 3.3501 4.5329 -2.7075 -0.004 -0.006 0.003
Sc -0.0229 0.1263 0.3729 0.181 -0.264 0.387
H -1.3094 -2.7213 -4.3640 0.001 -0.002 -0.002
H -0.1718 -1.7458 3.2430 0.013 0.005 -0.002
S 1.8234 -1.6843 1.7419 -0.040 0.020 -0.046
C -1.8696 2.1022 -0.3752 -0.005 0.032 -0.061
H -2.0859 2.8592 2.7174 -0.003 0.001 -0.001
C 3.3358 -0.4811 -0.2041 -0.036 -0.021 -0.017
H -1.1017 1.3414 -5.5702 0.008 -0.016 0.001
C -1.0841 -1.1905 3.0428 -0.020 0.010 0.014
H -3.2370 -2.0938 1.7499 -0.003 0.002 0.001
C 1.5504 2.9983 -3.2204 -0.002 0.018 -0.019
O -1.8405 1.7483 1.0361 0.068 -0.021 -0.021
O 0.0258 0.8416 2.5266 -0.028 0.057 0.037
C -0.9442 0.2621 3.4202 -0.003 -0.005 0.006
H 1.4322 2.4103 -5.2847 0.003 0.004 -0.003
S 4.7380 -0.5890 -1.2454 0.044 0.048 0.052
H -2.3698 -2.2306 -0.5824 0.008 0.001 0.002
C 2.2587 3.7735 -2.3067 -0.004 0.005 0.004
H 3.8927 5.1214 -1.9775 0.001 0.000 0.001
H 1.2453 -1.7307 -1.2532 0.004 -0.001 0.036
C -0.4799 -2.0619 -4.1364 0.002 0.006 -0.032
C -1.4627 2.6441 -3.8977 0.009 0.001 -0.004
H 0.8390 2.5597 1.8777 -0.001 -0.005 -0.002
H -3.8224 -1.2113 -0.5539 0.002 -0.003 -0.010
H -1.9006 0.7792 3.3288 0.007 0.002 -0.003
C 0.8263 -2.5272 -4.2234 0.006 -0.001 -0.017
C -1.6918 2.1675 -5.1887 -0.002 -0.003 0.014
C 1.9682 3.0047 -4.5510 0.005 0.013 0.005
H -4.2148 4.2124 -6.1563 0.001 0.000 -0.001
C -0.7258 -0.7512 -3.7417 -0.012 0.018 -0.041
H -2.8946 1.1377 -2.0270 0.000 0.001 -0.002
H 0.1412 2.6617 3.5117 0.009 -0.001 -0.003
O -1.9989 -0.2273 -0.7438 -0.082 0.015 -0.075
H -2.8342 2.3378 -6.9972 0.000 -0.002 0.000
H 2.9047 -2.0229 -3.9927 -0.003 -0.005 0.004
H -2.3962 3.0597 -0.4713 -0.012 0.000 0.034
H -1.9104 -1.6455 3.5909 0.004 -0.011 -0.004
H -1.7537 -0.4126 -3.6603 0.001 0.011 -0.012
S 2.3050 0.9210 -0.3236 0.023 0.059 -0.089
H 4.6136 5.1080 -4.3453 -0.001 0.000 -0.001
C 3.0619 3.7555 -4.9588 -0.005 -0.019 0.005
H -0.3187 -2.0204 -1.6276 0.010 0.039 0.031
C -1.3465 2.7396 1.9272 -0.024 0.015 0.008
H 2.4572 0.2897 -3.2990 -0.005 0.007 -0.008
N 0.3060 -1.7826 -0.8638 0.022 -0.022 -0.033
H -0.5861 0.3620 4.4469 -0.005 -0.001 0.003
H -2.0814 4.1122 -2.4553 -0.001 0.001 -0.006
H -1.2329 3.7021 1.4245 0.001 -0.001 -0.001
S 6.7716 -2.7724 -1.2143 -0.061 -0.042 -0.068
C -2.7934 -1.2988 -0.2052 -0.006 0.003 0.011
H -3.8252 5.0935 -3.8745 0.001 0.001 0.001
C -3.4430 3.7810 -5.5304 -0.001 -0.002 -0.004
O -1.3297 -1.2938 1.6310 -0.031 0.040 -0.034
H -3.1621 -0.3132 1.6652 0.002 0.000 0.002
S 4.3204 -2.8110 0.4896 0.045 0.021 0.073
Ge -0.0260 1.9325 -2.7393 -0.059 0.051 -0.024